No. 1
{"formula": "CH5ClS", "method": "the ωB97M-V functional and the def2-TZVPD basis", "homo_lumo_gap_ev": 9.7, "fmax_ev_per_a": 2.50, "de_lowest_ev": 0.794, "energy_ha": -899.43669, "smiles": "CS.Cl", "total_charge": 0, "elements": ["C", "S", "H", "H", "H", "H", "Cl", "H"], "positions_angstrom": [[-0.335434, 0.526829, -0.141293], [-1.712740, -0.651980, -0.170245], [-0.671382, 1.544290, -0.352978], [0.197576, 0.500085, 0.811558], [0.353552, 0.220531, -0.930770], [-2.414247, -0.112817, 0.837309], [2.154064, -0.393822, -0.107315], [2.428612, -1.633115, 0.053732]], "forces_ev_per_a": [[-0.9, 0.7, -0.2], [0.0, 0.1, 0.0], [-0.1, -0.1, 0.1], [-0.5, 0.1, -0.3], [-1.0, 0.3, 0.1], [0.0, 0.0, 0.0], [2.2, -1.1, 0.3], [0.2, 0.0, 0.0]]}



No. 2
{"formula": "C3H9N4", "method": "the ωB97M-V functional and the def2-TZVPD basis", "homo_lumo_gap_ev": 9.1, "fmax_ev_per_a": 5.05, "de_lowest_ev": 4.174, "energy_ha": -338.36746, "smiles": "C=N/C=[NH+]\\NCN", "total_charge": 1, "elements": ["C", "N", "C", "N", "N", "C", "N", "H", "H", "H", "H", "H", "H", "H", "H", "H"], "positions_angstrom": [[1.002398, -2.646632, 0.525816], [1.521329, -1.670793, -0.038937], [1.790658, -0.521925, -0.558747], [0.834335, 0.397078, -0.422909], [-0.330649, 0.040151, 0.314483], [-1.252986, 1.114606, 0.583374], [-1.367296, 2.009537, -0.560768], [0.379126, -3.156126, -0.144729], [1.161460, -2.965594, 1.635308], [2.523029, -0.374228, -1.325550], [0.642010, 1.256214, -0.875319], [-0.814602, -0.757801, -0.007912], [-2.115119, 0.536370, 1.053088], [-0.859920, 1.807982, 1.320401], [-0.771958, 2.766524, -0.532541], [-2.341814, 2.164638, -0.965058]], "forces_ev_per_a": [[0.9, 0.1, 1.8], [1.4, 0.7, 0.5], [-2.5, 0.2, -0.4], [-1.5, -1.6, 1.6], [1.6, 0.4, 1.1], [0.3, 0.9, 0.4], [-4.1, -2.7, -1.3], [-1.1, -1.7, -0.3], [-0.1, 0.7, -2.1], [0.8, 0.0, 0.2], [0.7, 0.8, -1.3], [-0.1, -0.9, -1.1], [0.5, 1.4, -1.1], [0.3, -0.7, 0.9], [0.6, 2.2, 0.3], [2.3, -0.1, 0.7]]}



No. 3
{"formula": "C10H12OS", "method": "the ωB97M-V functional and the def2-TZVPD basis", "homo_lumo_gap_ev": [7.8, 7.8], "fmax_ev_per_a": 5.49, "de_lowest_ev": 6.022, "energy_ha": -861.43501, "total_charge": 0, "elements": ["C", "C", "C", "C", "C", "C", "C", "C", "C", "C", "O", "S", "H", "H", "H", "H", "H", "H", "H", "H", "H", "H", "H", "H"], "positions_angstrom": [[-1.321309, 1.305722, -2.893373], [-0.378735, 1.263722, -2.161801], [-0.635802, -3.044953, 0.165012], [0.350110, -2.161738, -0.167823], [-1.897620, -2.569768, 0.121584], [-0.110855, -0.988363, -0.634563], [0.328514, 0.482330, 2.216725], [1.088393, 1.481352, 1.341402], [0.241462, 1.901208, 0.104361], [0.650321, 1.249548, -1.228354], [1.968882, 1.077113, -1.491652], [-1.800104, -0.885367, -0.361840], [-2.168793, 1.213479, -3.536326], [-0.343650, -4.053553, 0.514622], [1.535672, -2.251566, -0.168245], [-2.811479, -3.219797, 0.325500], [-0.751720, 0.747250, 2.472995], [0.804900, 0.221523, 3.166047], [0.189902, -0.387884, 1.616183], [2.095855, 1.017773, 1.125264], [1.372120, 2.454503, 1.770720], [0.321037, 3.009102, -0.281881], [-0.764638, 1.641065, 0.177948], [2.037540, 0.497298, -2.192503]], "forces_ev_per_a": [[-0.7, -0.1, -0.6], [0.3, 0.2, -1.2], [-0.1, -3.2, 1.5], [5.1, 1.6, -1.3], [-1.3, -0.3, 0.2], [-0.4, 3.0, -0.2], [-1.6, 0.8, 0.7], [0.6, 0.8, -0.2], [3.3, 1.1, -2.5], [0.1, -3.2, 3.2], [-1.5, 2.5, 2.4], [-0.7, -1.0, -0.6], [0.1, 0.2, 0.1], [-0.6, 0.5, -0.3], [-2.7, -0.6, 0.2], [1.2, 1.5, -0.3], [1.4, 0.3, -0.3], [0.2, 0.1, -0.3], [0.2, -0.8, -0.1], [-1.2, 0.4, -0.5], [-0.3, -0.5, 0.7], [-0.1, -1.4, 1.5], [-1.7, -0.1, 0.5], [0.4, -2.0, -2.7]]}



No. 4
{"formula": "C4H10N2O", "method": "the ωB97M-V functional and the def2-TZVPD basis", "homo_lumo_gap_ev": 9.7, "fmax_ev_per_a": 0.24, "de_lowest_ev": 1.582, "energy_ha": -343.14333, "smiles": "[H]/N=C(/OC)N(C)C", "total_charge": 0, "elements": ["H", "N", "C", "O", "C", "N", "C", "C", "H", "H", "H", "H", "H", "H", "H", "H", "H"], "positions_angstrom": [[1.388380, -0.604175, -1.639075], [0.414007, -0.848537, -1.507286], [-0.115435, -0.230876, -0.523651], [-1.404918, -0.442754, -0.184690], [-2.081557, -1.470743, -0.903826], [0.454588, 0.728484, 0.292880], [-0.054491, 0.964497, 1.633364], [1.863313, 0.981240, 0.102576], [-1.881004, -2.445729, -0.444914], [-3.145362, -1.238104, -0.827860], [-1.755734, -1.495984, -1.945252], [0.358027, 0.256779, 2.368971], [-1.140013, 0.887708, 1.642111], [0.225153, 1.976186, 1.942109], [2.059949, 1.274624, -0.932801], [2.158202, 1.812109, 0.745580], [2.490018, 0.110518, 0.349568]], "forces_ev_per_a": [[-0.1, 0.0, 0.1], [0.0, 0.1, 0.2], [0.1, 0.0, 0.0], [0.1, 0.0, 0.0], [-0.1, -0.2, -0.1], [-0.1, -0.2, -0.2], [-0.1, 0.0, 0.1], [0.1, 0.1, 0.0], [0.0, 0.2, -0.1], [0.2, 0.0, 0.0], [-0.1, 0.0, 0.2], [-0.1, 0.1, -0.1], [0.2, 0.0, 0.0], [0.0, -0.1, 0.0], [0.0, 0.0, 0.1], [0.0, -0.1, -0.1], [-0.1, 0.1, 0.0]]}